# 1
BrClI2Si | the ωB97M-V functional and the def2-TZVPD basis

The value obtained for the gap between HOMO and LUMO is 0.2799 hartree. Its largest force on an atom is 0.49 eV/Å. The energy above the lowest of the compared OMol25 structures with the same formula, charge and spin is 3.009 eV. The calculation puts the LUMO energy at -1.62 eV. The calculation puts the highest occupied orbital energy at -9.2 eV. The net charge is 0.

Each line ends with the natural charge from an NBO analysis.
Positions of all 5 atoms, in Å:
Si 1.495 0.016 1.073  0.7775
Cl 2.664 0.891 -0.377  -0.4521
Br -3.526 0.740 -0.584  -0.1527
I -4.225 -1.418 0.374  0.1542
I 0.567 -2.060 0.008  -0.3269

# 2
BrClO3P | the ωB97M-V functional and the def2-TZVPD basis

The value obtained for the gap between HOMO and LUMO is 0.2634 hartree. Its largest force on an atom is 6.27 eV/Å. The energy above the lowest of the compared OMol25 structures with the same formula, charge and spin is 4.374 eV. The calculation puts the LUMO energy at 2.84 eV. The calculation puts the highest occupied orbital energy at -4.3 eV. The net charge is -1.

Each line ends with the natural charge from an NBO analysis.
Positions of all 6 atoms, in Å:
O -0.317 -1.544 0.481  -1.1075
O 1.187 1.264 1.128  -0.9692
O -0.188 0.159 -1.453  -0.8879
P -0.239 -0.118 0.164  1.9738
Cl -2.004 0.792 0.420  -0.3319
Br 1.349 -0.554 -2.048  0.3227

# 3
BrF2NS | the ωB97M-V functional and the def2-TZVPD basis

The value obtained for the gap between HOMO and LUMO is 0.3312 hartree. Its largest force on an atom is 3.18 eV/Å. The energy above the lowest of the compared OMol25 structures with the same formula, charge and spin is 0.367 eV. The calculation puts the LUMO energy at -1.86 eV. The calculation puts the highest occupied orbital energy at -10.9 eV. The net charge is 0.

Each line ends with the natural charge from an NBO analysis.
Positions of all 5 atoms, in Å:
N 0.605 -0.088 0.756  -0.7719
F -1.410 1.195 0.040  -0.5066
F -1.404 -1.097 -0.149  -0.4816
S -0.276 0.028 -0.470  1.6210
Br 2.485 -0.038 -0.177  0.1391

# 4
BrF4NP2S | the ωB97M-V functional and the def2-TZVPD basis

As for the SMILES: FSP(F)(F)=NP(F)Br. The value obtained for the gap between HOMO and LUMO is 0.2773 hartree. Its largest force on an atom is 4.37 eV/Å. The energy above the lowest of the compared OMol25 structures with the same formula, charge and spin is 2.035 eV. The calculation puts the LUMO energy at -2.03 eV. The calculation puts the highest occupied orbital energy at -9.6 eV. The net charge is 0.

Each line ends with the natural charge from an NBO analysis.
Positions of all 9 atoms, in Å:
F -1.321 -1.972 0.445  -0.4408
S -2.363 -0.668 0.413  0.4166
P -0.939 0.728 0.022  2.0696
F -1.333 1.604 -1.271  -0.5299
F -1.211 1.844 1.128  -0.5352
N 0.543 0.428 -0.191  -1.4121
P 1.545 -0.778 0.329  1.2954
F 1.570 -1.464 -1.136  -0.5892
Br 3.509 0.279 0.261  -0.2744

# 5
BrFHOPS | the ωB97M-V functional and the def2-TZVPD basis

The value obtained for the gap between HOMO and LUMO (spin up / spin down) is 0.2675 / 0.2668 hartree. Its largest force on an atom is 4.71 eV/Å. The energy above the lowest of the compared OMol25 structures with the same formula, charge and spin is 4.404 eV. The calculation puts the LUMO energy (spin up / spin down) at -3.40 / -3.40 eV. The calculation puts the highest occupied orbital energy (spin up / spin down) at -10.7 / -10.7 eV. The net charge is 0.

Each line ends with the natural charge from an NBO analysis.
Positions of all 6 atoms, in Å:
O -0.285 -0.397 -1.153  -0.9920
F 1.003 -1.507 1.514  -0.6527
P -0.353 0.390 0.249  1.3878
S -2.113 1.166 0.556  -0.2412
Br 1.684 1.531 0.304  -0.0545
H 0.063 -1.183 -1.470  0.5526

# 6
BrFHP | the ωB97M-V functional and the def2-TZVPD basis

The value obtained for the gap between HOMO and LUMO is 0.3240 hartree. Its largest force on an atom is 4.29 eV/Å. The energy above the lowest of the compared OMol25 structures with the same formula, charge and spin is 2.094 eV. The calculation puts the LUMO energy at -0.86 eV. The calculation puts the highest occupied orbital energy at -9.7 eV. The net charge is 0.

Each line ends with the natural charge from an NBO analysis.
Positions of all 4 atoms, in Å:
F -0.618 1.478 -0.106  -0.6003
P 0.076 0.075 -0.799  0.8963
Br 1.700 -0.216 0.662  -0.2126
H -1.157 -1.337 0.243  -0.0834

# 7
BrH16O8 | the ωB97M-V functional and the def2-TZVPD basis

The value obtained for the gap between HOMO and LUMO is 0.3537 hartree. Its largest force on an atom is 10.16 eV/Å. The energy above the lowest of the compared OMol25 structures with the same formula, charge and spin is 1.811 eV. The calculation puts the LUMO energy at 3.03 eV. The calculation puts the highest occupied orbital energy at -6.6 eV. The net charge is -1.

Each line ends with the natural charge from an NBO analysis.
Positions of all 25 atoms, in Å:
Br -0.055 0.500 -0.105  -0.9006
O -2.060 0.458 -2.489  -0.9817
H -1.646 1.019 -3.180  0.4654
H -1.669 0.565 -1.625  0.4896
O -3.129 1.557 0.181  -0.9506
H -3.561 1.911 0.896  0.4481
H -2.242 1.289 0.616  0.4863
O 1.979 1.092 -3.029  -0.9726
H 1.384 1.164 -2.202  0.4854
H 2.032 0.052 -2.987  0.4724
O 1.784 -1.958 -1.744  -0.9622
H 1.585 -1.179 -1.267  0.4847
H 0.957 -2.191 -2.171  0.4752
O 0.173 -1.989 2.221  -0.9240
H 0.244 -1.210 1.906  0.4545
H 0.829 -2.524 1.694  0.4661
O -2.320 -2.237 0.044  -0.9494
H -3.096 -1.963 0.508  0.4530
H -1.801 -1.377 0.214  0.4846
O 3.272 1.288 0.933  -0.9568
H 2.282 1.084 0.808  0.4905
H 3.531 0.828 1.674  0.4507
O 0.256 1.554 3.144  -0.9323
H 0.433 1.250 2.314  0.4704
H 0.840 1.018 3.644  0.4530

# 8
BrH2NO2S | the ωB97M-V functional and the def2-TZVPD basis

The value obtained for the gap between HOMO and LUMO (spin up / spin down) is 0.3523 / 0.1979 hartree. Its largest force on an atom is 1.30 eV/Å. The energy above the lowest of the compared OMol25 structures with the same formula, charge and spin is 2.138 eV. The calculation puts the LUMO energy (spin up / spin down) at -2.09 / -4.29 eV. The calculation puts the highest occupied orbital energy (spin up / spin down) at -11.7 / -9.7 eV. The net charge is 0.

Each line ends with the natural charge from an NBO analysis.
Positions of all 7 atoms, in Å:
N -0.278 -0.430 -0.116  -1.0071
O -1.150 -2.165 1.541  -0.8415
O 1.085 -2.479 0.373  -0.8597
S -0.292 -2.034 0.372  1.9301
Br -0.495 -1.571 -3.398  -0.0252
H -1.051 -0.007 -0.595  0.4087
H 0.454 -0.419 -0.809  0.3947

# 9
BrH2O2PS | the ωB97M-V functional and the def2-TZVPD basis

The value obtained for the gap between HOMO and LUMO (spin up / spin down) is 0.2603 / 0.2590 hartree. Its largest force on an atom is 3.11 eV/Å. The energy above the lowest of the compared OMol25 structures with the same formula, charge and spin is 3.963 eV. The calculation puts the LUMO energy (spin up / spin down) at -2.79 / -2.79 eV. The calculation puts the highest occupied orbital energy (spin up / spin down) at -9.9 / -9.8 eV. The net charge is 0.

Each line ends with the natural charge from an NBO analysis.
Positions of all 7 atoms, in Å:
O 0.480 -0.388 -1.130  -0.9733
O -0.433 -1.449 0.651  -0.9885
P 0.244 -0.009 0.360  1.4010
S 2.406 2.624 -0.016  -0.0127
Br -1.639 1.451 -0.029  -0.4129
H -0.328 -0.769 -1.360  0.4938
H -0.730 -1.459 1.524  0.4926

# 10
BrH2PS | the ωB97M-V functional and the def2-TZVPD basis

The value obtained for the gap between HOMO and LUMO (spin up / spin down) is 0.2681 / 0.2331 hartree. The expectation value of S² is 2.007. Its largest force on an atom is 2.05 eV/Å. The energy above the lowest of the compared OMol25 structures with the same formula, charge and spin is 0.619 eV. The calculation puts the LUMO energy (spin up / spin down) at -0.62 / -2.89 eV. As for the spin multiplicity: 3. The calculation puts the highest occupied orbital energy (spin up / spin down) at -7.9 / -9.2 eV. The net charge is 0.

Each line ends with the Mulliken spin population.
Positions of all 5 atoms, in Å:
P 1.330 -0.495 0.045  0.9583
S -0.988 0.785 1.614  0.9168
Br -2.192 0.089 -0.024  0.1430
H 0.318 -1.021 -0.715  -0.0090
H 1.532 0.642 -0.920  -0.0092